<P>
C2H5B | ωB97M-V with the def2-TZVPD basis set

```
8
Properties=species:S:1:pos:R:3:mulliken_charge:R:1
B -1.4347 0.1940 0.0184 0.056
C 1.4132 0.0322 -0.0216 -0.576
C -0.0158 -0.5052 0.0692 -0.091
H -1.6672 1.0311 0.9882 -0.039
H -2.2222 0.0480 -0.8758 -0.026
H 2.2979 -0.6029 -0.1105 0.266
H 1.4357 1.1096 -0.1457 0.223
H -0.0327 -1.6338 0.0739 0.188
```

Values from the calculation:
**Net charge**: 0
**Structure (SMILES)**: BC=C



<Q>
C2H5B | ωB97M-V with the def2-TZVPD basis set

```
8
Properties=species:S:1:pos:R:3:mulliken_charge:R:1
B 2.0712 0.1894 -0.0430 0.078
C -1.5810 -0.4459 0.1999 -0.342
C -0.8770 0.4090 -0.4915 -0.449
H 2.8588 0.8447 0.3942 -0.016
H 2.2401 -0.8976 -0.1151 -0.011
H -2.6289 -0.3831 0.2307 0.277
H -1.0516 -1.0216 0.9028 0.191
H -1.0317 1.3050 -1.0779 0.272
```

Values from the calculation:
**Net charge**: 0



Energetically preferred structure: <P> | next structure: +90.1 kcal/mol



<P>
C3H3N3O | ωB97M-V with the def2-TZVPD basis set

```
10
Properties=species:S:1:pos:R:3:mulliken_charge:R:1
O -1.4972 -0.5210 -1.9864 -0.554
C -0.9443 -0.2531 -0.9465 0.437
N -0.2556 -1.2406 -0.2199 0.233
N 0.6984 -1.0114 0.6637 -0.611
C 0.9763 0.2365 0.8815 -0.146
C 0.1074 1.2699 0.3904 0.042
N -0.9060 1.0191 -0.3731 -0.443
H -0.3607 -2.2161 -0.4806 0.263
H 1.9183 0.4103 1.3807 0.396
H 0.2635 2.3065 0.6903 0.382
```

Values from the calculation:
**Net charge**: 0
**Structure (SMILES)**: O=c1nccn[nH]1



<Q>
C3H3N3O | ωB97M-V with the def2-TZVPD basis set

```
10
Properties=species:S:1:pos:R:3:mulliken_charge:R:1
N 2.1588 -0.4064 0.6331 -0.469
C 1.0526 -0.6778 0.2200 0.591
N 0.2536 2.1508 -0.9473 0.135
N -0.7531 2.3624 -1.3396 -0.136
O -1.2532 0.3634 1.4292 -0.503
C -1.3216 -0.4939 0.5725 -0.019
C -0.1688 -1.0541 -0.1391 -0.589
H 2.6336 0.4184 0.2730 0.310
H -2.3001 -0.9067 0.2528 0.332
H -0.3018 -1.7562 -0.9546 0.350
```

Values from the calculation:
**Net charge**: 0
**Structure (SMILES)**: N=C=CC=O.N#N



Energetically preferred structure: <Q> | next structure: +7.7 kcal/mol



<P>
C3H3N3O | ωB97M-V with the def2-TZVPD basis set

```
10
Properties=species:S:1:pos:R:3:mulliken_charge:R:1
N -0.5617 -2.1968 0.7209 -0.461
C -0.3619 -0.9979 0.7282 0.649
N -1.0956 0.5261 -1.6797 0.102
N -0.3602 1.2061 -2.1410 -0.105
O 2.2051 0.3070 0.2057 -0.459
C 1.1248 0.8398 0.1549 0.016
C -0.0604 0.2843 0.8330 -0.806
H -1.2376 -2.6628 0.1215 0.289
H 1.0285 1.7749 -0.3990 0.436
H -0.6809 0.9193 1.4554 0.339
```

Values from the calculation:
**Net charge**: 0
**Structure (SMILES)**: N=C=CC=O.N#N



<Q>
C3H3N3O | ωB97M-V with the def2-TZVPD basis set

```
10
Properties=species:S:1:pos:R:3:mulliken_charge:R:1
N 2.3374 -0.1906 0.7035 -0.584
C 1.2711 -0.3749 0.1114 0.797
N -0.8642 1.1124 -0.9212 0.393
N -0.6809 1.7422 -1.8437 -0.496
O -1.6902 -0.8404 1.9961 -0.247
C -1.5013 -0.1467 1.1057 0.180
C 0.0710 -0.5441 -0.3650 -0.979
H 3.0545 0.3063 0.1798 0.269
H -1.5224 0.9760 0.0005 0.308
H -0.1883 -1.3968 -0.9827 0.359
```

Values from the calculation:
**Net charge**: 0



Energetically preferred structure: <P> | next structure: +95.6 kcal/mol



<P>
C3H3N3O | ωB97M-V with the def2-TZVPD basis set

```
10
Properties=species:S:1:pos:R:3:mulliken_charge:R:1
C -1.8392 0.7677 0.3081 -0.253
C -1.4168 -1.2891 -0.5295 -0.118
C -0.7310 -0.0884 -0.0006 1.324
N -2.6311 1.5410 0.6315 -0.364
N -1.9709 -2.2713 -0.7218 -0.353
N 0.0680 0.5104 -0.9666 -0.605
O 0.0221 -0.4375 1.4543 -0.513
H 0.4019 1.3863 -0.4441 0.316
H 0.8446 -0.0892 -1.1119 0.284
H 0.6072 -1.0945 1.2277 0.281
```

Values from the calculation:
**Net charge**: 0
**Structure (SMILES)**: N#CC(N)(O)C#N



<Q>
C3H3N3O | ωB97M-V with the def2-TZVPD basis set

```
10
Properties=species:S:1:pos:R:3:mulliken_charge:R:1
C -0.7247 0.9857 -0.2569 0.007
C -0.3223 -0.2003 0.2683 -0.252
C 0.2995 2.8720 -1.4460 0.502
N 0.1002 1.8078 -0.9478 -0.248
N 0.8379 -0.8492 0.0516 -0.058
N 1.9722 -0.3466 0.1289 -0.474
O 0.6509 3.8471 -1.9612 -0.426
H -1.7776 1.2438 -0.2213 0.372
H -1.0781 -0.8156 0.7338 0.325
H 2.6680 -1.0215 -0.2134 0.251
```

Values from the calculation:
**Net charge**: 0
**Structure (SMILES)**: [H]/N=N/C=C\N=C=O



Energetically preferred structure: <Q> | next structure: +2.6 kcal/mol



<P>
C3H3N3O | ωB97M-V with the def2-TZVPD basis set

```
10
Properties=species:S:1:pos:R:3:mulliken_charge:R:1
O 2.3356 -0.8264 0.2353 -0.647
C 1.1218 -0.5683 0.1145 0.439
N 0.9914 0.7941 0.1147 0.066
N -0.1495 1.4574 -0.0048 -0.528
C -1.2140 0.6823 -0.1269 -0.170
C -1.0997 -0.7435 -0.1207 0.093
N 0.0342 -1.3896 -0.0021 -0.495
H 2.1752 0.7488 0.2369 0.482
H -2.1822 1.1740 -0.2289 0.384
H -2.0080 -1.3475 -0.2181 0.376
```

Values from the calculation:
**Net charge**: 0
**Structure (SMILES)**: O=c1nccn[nH]1



<Q>
C3H3N3O | ωB97M-V with the def2-TZVPD basis set

```
10
Properties=species:S:1:pos:R:3:mulliken_charge:R:1
O -1.5762 1.3544 0.6268 -0.643
C -0.8056 0.4847 0.1135 0.550
C -0.9090 -0.4955 -0.9145 -0.392
N 0.1207 -1.2546 -1.2002 -0.296
N 1.2903 -1.1352 -0.5420 -0.444
C 1.3837 -0.2292 0.4088 0.090
N 0.3749 0.5793 0.7529 -0.293
H -0.3868 1.4807 1.3025 0.571
H -1.8202 -0.6458 -1.4831 0.454
H 2.3281 -0.1389 0.9353 0.403
```

Values from the calculation:
**Net charge**: 0



<R>
C3H3N3O | ωB97M-V with the def2-TZVPD basis set

```
10
Properties=species:S:1:pos:R:3:mulliken_charge:R:1
O 1.7172 -0.0015 -0.6604 -0.493
C 0.9172 -1.9217 0.7647 -0.111
N 1.2940 0.9259 0.0316 0.410
N 0.1115 1.3189 0.2959 -0.457
C -0.9758 0.5710 -0.1322 -0.134
C -1.0899 -0.7700 -0.2073 -0.088
N -0.1000 -1.5896 0.2578 -0.090
H 1.9988 1.5329 0.4665 0.267
H -1.8664 1.1771 -0.2720 0.355
H -2.0067 -1.2431 -0.5446 0.341
```

Values from the calculation:
**Net charge**: 0



<S>
C3H3N3O | ωB97M-V with the def2-TZVPD basis set

```
10
Properties=species:S:1:pos:R:3:mulliken_charge:R:1
N 2.3826 -0.3839 0.7798 -0.451
C 1.2492 -0.5359 0.3762 0.602
N -0.5218 1.4819 -2.4040 0.005
N -1.4965 1.7445 -1.9629 0.002
O -1.0348 0.3556 1.8065 -0.513
C -1.1249 -0.2247 0.7455 0.025
C 0.0040 -0.7809 -0.0097 -0.716
H 2.9116 0.4284 0.4720 0.297
H -2.1084 -0.3561 0.2541 0.353
H -0.1642 -1.3609 -0.9107 0.396
```

Values from the calculation:
**Net charge**: 0
**Structure (SMILES)**: N=C=CC=O.N#N



Energetically preferred structure: <S> | next structure: +37.6 kcal/mol



<P>
C26H72N2O10 | ωB97M-V with the def2-TZVPD basis set

```
110
Properties=species:S:1:pos:R:3:mulliken_charge:R:1
C -2.7570 22.6870 -4.0150 -0.361
O -2.3110 23.6810 -5.0030 -0.570
H -3.1670 23.1650 -3.1290 -0.152
H -1.8700 22.1850 -3.6910 0.362
H -3.4810 22.0490 -4.5000 0.377
H -3.0260 23.7280 -5.6390 0.367
C -4.5520 25.8870 -2.2150 -0.179
O -4.7570 25.9570 -0.8490 0.095
N -3.3130 25.7150 -2.6330 2.769
N -5.4030 25.9810 -3.1970 0.453
H -2.6410 25.4240 -1.9540 -1.500
H -3.1060 25.7700 -3.6010 -0.743
H -6.4640 25.9870 -3.0720 0.100
H -5.0480 26.1080 -4.1600 -0.227
C -3.7640 25.6570 2.8620 -0.981
C -4.7210 26.7460 2.4380 0.883
C -4.0950 28.0900 2.3490 -1.345
O -5.5310 26.5980 1.5350 -0.532
H -3.1950 25.9910 3.8370 0.464
H -3.0450 25.4760 2.0770 -0.231
H -4.2220 24.7650 3.1730 0.460
H -5.3950 26.7560 3.3610 0.203
H -3.3000 28.2590 1.6150 0.100
H -3.5950 28.5100 3.2490 0.422
H -4.8090 28.8660 2.0490 0.340
H -5.1210 26.5300 0.6820 0.458
C 0.5520 26.4700 -3.0120 -1.865
C -0.2250 26.5190 -4.2750 2.165
C -1.0080 27.8200 -4.4990 -1.378
O 0.5170 26.2830 -5.2360 -0.586
H 1.0530 27.3460 -2.7810 0.564
H 1.2470 25.6060 -3.0320 0.280
H -0.1840 26.3250 -2.2390 0.446
H -1.0020 25.7390 -4.2470 -0.916
H -1.5220 27.7710 -5.4410 0.251
H -0.2990 28.6280 -4.4730 0.465
H -1.8510 28.0600 -3.8300 0.129
H -0.0290 25.9270 -5.9740 0.445
C -6.2790 21.2130 -4.1920 -1.717
C -6.3970 22.6950 -3.7270 0.874
C -6.1370 22.8540 -2.2510 -0.167
O -5.6820 23.5860 -4.2790 -0.330
H -5.2480 20.8360 -4.0430 0.282
H -6.4610 21.1320 -5.2350 0.491
H -6.9840 20.5670 -3.6290 0.388
H -7.3670 23.1050 -3.9710 -0.032
H -6.6220 23.6770 -1.8270 -0.248
H -5.0640 22.9920 -2.1010 -0.239
H -6.5180 21.9510 -1.7010 0.429
H -5.5960 24.4210 -3.7620 0.493
C 0.5500 28.4280 1.1040 -1.948
C -0.5580 27.5660 0.6080 1.530
C -1.4490 28.1100 -0.5290 -1.637
O -0.0700 26.4620 0.2220 -0.583
H 1.2030 27.8820 1.8150 0.365
H 0.2580 29.2250 1.7170 0.440
H 1.1550 28.7910 0.3170 0.429
H -1.2220 27.3310 1.5040 -0.231
H -2.2580 27.4680 -0.8640 0.203
H -0.8110 28.3540 -1.3550 0.406
H -1.9300 29.0290 -0.2410 0.582
H -0.7440 25.8700 -0.1770 -0.370
C -6.2520 26.4760 -6.1040 -1.722
C -4.7640 26.5030 -6.4080 0.601
C -4.2390 27.9480 -6.6270 -1.487
O -4.0760 25.9340 -5.5440 -0.929
H -6.4700 27.0360 -5.1980 0.455
H -6.6220 25.4280 -5.9680 0.192
H -6.8280 26.9290 -6.8290 0.572
H -4.8490 25.9230 -7.3050 0.373
H -3.2860 27.8710 -7.0470 0.483
H -4.2480 28.6220 -5.7180 0.208
H -4.7990 28.4490 -7.4500 0.441
H -3.1870 25.7670 -5.8200 0.258
C -7.8400 26.5330 -1.1710 -2.180
C -8.7290 26.0980 -2.2940 0.688
C -9.8340 27.1320 -2.6230 -1.823
O -8.1920 25.6900 -3.3600 -0.603
H -7.4040 25.7060 -0.5870 0.421
H -8.4130 27.0690 -0.5080 0.737
H -7.0340 27.2100 -1.3480 0.367
H -9.2110 25.2190 -1.9160 0.441
H -10.5020 27.3910 -1.8240 0.407
H -10.3630 26.8030 -3.4700 0.441
H -9.3580 28.0310 -2.9190 0.443
H -8.8670 25.1180 -3.7850 0.399
C -0.5230 23.3740 -1.3190 -1.489
C -1.7740 23.5860 -0.4480 1.662
C -1.5710 23.0000 0.9140 -1.644
O -2.1160 24.7520 -0.2820 2.190
H -0.1090 22.3240 -1.3580 0.383
H 0.3090 23.9300 -0.8820 0.393
H -0.6430 23.8320 -2.3410 -0.025
H -2.6270 23.0990 -0.9670 -0.355
H -0.6190 23.2940 1.3430 0.377
H -1.6890 21.9370 0.9530 0.386
H -2.3240 23.4010 1.5840 0.249
H -3.0020 24.7630 0.1440 -1.584
C -5.1540 23.0520 0.9260 -1.014
C -6.6080 23.4840 1.2860 1.160
C -7.3600 22.2170 1.7370 -1.827
O -6.7120 24.3370 2.1500 -0.632
H -4.6370 22.6340 1.7190 0.806
H -4.5350 23.8160 0.5710 -0.605
H -5.1510 22.3230 0.1470 0.700
H -7.1370 23.7690 0.3860 -0.347
H -7.4740 21.4910 0.9340 0.333
H -8.4030 22.4680 1.7960 0.505
H -7.0030 21.7320 2.6450 0.382
H -6.1640 25.0770 1.9230 0.374
```

Values from the calculation:
**Net charge**: 0
**Structure (SMILES)**: NC(N)=O.CC(C)O.CC(C)O.CC(C)O.CC(C)O.CC(C)O.CC(C)O.CC(C)O.CC(C)O.CO



<Q>
C26H72N2O10 | ωB97M-V with the def2-TZVPD basis set

```
110
Properties=species:S:1:pos:R:3:mulliken_charge:R:1
C 0.8993 -2.0028 3.6036 -1.208
O -0.5487 -2.0378 3.7056 -0.580
H 1.3413 -2.2458 4.5506 0.471
H 1.1883 -0.9378 3.3156 0.559
H 1.2243 -2.7888 2.9446 0.124
H -0.7357 -1.6008 4.5836 0.298
C 0.4743 -0.8388 0.3606 0.709
O 1.7913 -1.0628 0.7426 -0.856
N 0.1843 -0.4928 -0.8354 1.571
N -0.5747 -0.9298 1.1516 1.746
H 0.9663 -0.4568 -1.5764 -0.302
H -0.6927 -0.3098 -1.1714 -1.145
H -0.3297 -1.3248 2.0946 -0.433
H -1.5707 -0.7018 0.9826 -0.093
C -3.1157 -4.7348 -0.9564 -1.601
C -2.2757 -3.7688 -0.0964 1.167
C -1.3937 -4.5388 0.8646 -0.998
O -1.5657 -2.9478 -0.7224 -0.500
H -2.6637 -5.6398 -1.3684 0.349
H -3.4867 -4.1868 -1.8724 0.352
H -3.9467 -5.1538 -0.3424 0.379
H -3.1087 -3.2268 0.4106 -0.341
H -1.8697 -5.3218 1.3716 0.614
H -0.9237 -3.9228 1.6506 0.008
H -0.5877 -5.0068 0.2286 0.027
H -1.2857 -2.2208 -0.0984 0.164
C -1.8047 4.1872 -2.0034 -1.228
C -0.5307 3.8812 -1.1414 0.512
C 0.1353 2.5412 -1.4534 1.163
O 0.3823 4.7372 -1.2374 -0.552
H -2.4907 3.4002 -1.7584 0.125
H -1.5537 4.1882 -3.0484 0.274
H -2.4257 5.0962 -1.7024 0.376
H -0.8477 3.6952 -0.1194 0.036
H 0.6493 2.0882 -0.6484 -0.350
H 0.9443 2.6312 -2.2724 0.209
H -0.6057 1.7972 -1.6654 -0.785
H 0.1313 5.4632 -0.5804 0.485
C 1.8033 -3.9428 -0.4454 -0.186
C 3.2813 -3.6998 -0.4734 0.132
C 3.8553 -4.2068 -1.8434 -1.331
O 3.6963 -2.5198 -0.1974 -0.591
H 1.5823 -5.0928 -0.3024 0.368
H 1.3023 -3.6878 -1.4054 0.297
H 1.2403 -3.3838 0.2856 -0.614
H 3.7163 -4.2728 0.2946 0.660
H 4.0863 -3.3488 -2.5184 0.219
H 3.2293 -4.9628 -2.3614 0.322
H 4.7393 -4.7598 -1.7464 0.450
H 3.0563 -2.1498 0.4396 0.304
C 4.3343 -0.2358 -3.0614 -1.480
C 2.9023 -0.1698 -2.5284 1.433
C 1.9833 0.6152 -3.4994 -0.274
O 2.3253 -1.2468 -2.4334 -0.555
H 4.9303 -1.0678 -2.5734 0.363
H 4.8973 0.6432 -2.8384 0.394
H 4.2953 -0.3488 -4.1574 0.335
H 2.9083 0.4292 -1.6004 -0.515
H 2.3323 1.6122 -3.7194 0.524
H 0.9863 0.5972 -3.1624 -1.056
H 1.8133 0.1282 -4.5024 0.383
H 2.7143 -1.7518 -1.7324 -0.191
C -2.0317 3.6752 4.2166 -1.500
C -0.7507 3.0322 3.7656 0.716
C -0.7767 1.5102 3.6186 -0.856
O -0.4167 3.5362 2.7146 -0.477
H -2.2137 3.2182 5.2046 0.342
H -2.9257 3.3932 3.6386 0.259
H -1.8007 4.7882 4.3256 0.375
H 0.0633 3.3012 4.2836 0.068
H -1.1797 1.1532 4.4936 0.676
H 0.1893 1.0452 3.5416 0.012
H -1.2547 1.1302 2.7496 0.044
H 0.4333 3.1652 2.5656 0.095
C -2.8487 1.3902 -3.9834 -1.248
C -1.4817 0.7362 -4.5124 0.610
C -1.2197 -0.7368 -4.0954 -0.729
O -1.3607 0.7482 -5.7424 -0.531
H -2.6077 1.6442 -2.9534 0.099
H -3.7817 0.8362 -3.9954 0.249
H -2.9277 2.3292 -4.4934 0.413
H -0.6667 1.3612 -4.1734 0.109
H -0.2377 -1.0438 -4.5234 0.236
H -1.7727 -1.5738 -4.4794 0.527
H -1.1377 -0.8368 -3.0244 0.025
H -1.4397 1.6912 -6.0134 0.465
C -4.4177 1.0692 1.7846 -1.589
C -3.8227 0.3372 0.5886 0.049
C -2.8167 1.0642 -0.3804 0.151
O -3.1857 -0.6448 0.9986 -0.561
H -3.5587 1.6872 2.0956 0.119
H -4.9437 0.4172 2.4386 0.530
H -5.2217 1.6692 1.5676 0.528
H -4.6837 -0.0988 -0.0084 0.367
H -1.9277 1.3212 0.1926 -0.154
H -3.3987 1.8842 -0.7024 0.206
H -2.4437 0.4652 -1.2254 -0.374
H -3.7847 -1.2618 1.4156 0.290
C 2.6653 1.5072 1.9876 0.799
C 3.5463 2.1572 3.0946 -0.063
C 2.6653 2.2542 4.4276 -0.751
O 4.6113 1.6262 3.2966 -0.406
H 1.7693 2.1772 1.9066 -0.328
H 2.2873 0.6192 2.3266 -0.618
H 3.2323 1.5062 1.0006 0.069
H 3.6453 3.1682 2.7406 0.522
H 1.9733 3.1602 4.5456 0.036
H 3.3563 2.1612 5.2876 0.441
H 2.0093 1.4032 4.4256 0.143
H 5.2043 2.3772 3.2556 0.483
```

Values from the calculation:
**Net charge**: 0
**Structure (SMILES)**: NC(N)=O.CC(C)O.CC(C)O.CC(C)O.CC(C)O.CC(C)O.CC(C)O.CC(C)O.CC(C)O.CO



Energetically preferred structure: <P> | next structure: +72.3 kcal/mol